Entry from the OMol25 dataset: a 2-piece molecular cluster, C6H6O overall (ωB97M-V/def2-TZVPD).

**LUMO level**: 0.077 eV
**DFT total energy**: -307.2280 Ha
**M**: 94.1 g/mol
**Frontier orbital gap**: 8.928 eV

```
13
C6H6O (ωB97M-V/def2-TZVPD)
H 0.29 2.11 1.07
C -0.60 0.65 -0.31
O 1.13 0.22 1.14
C 1.27 -0.44 -0.07
C -0.03 1.06 1.03
H -0.71 0.85 1.86
C 0.49 0.16 -1.07
C -1.36 -1.63 -0.07
H 2.24 -0.92 -0.18
C -1.50 -0.39 -0.29
H -1.90 -2.55 0.07
H 0.25 -1.49 -0.02
H 0.38 -0.26 -2.06
```


Entry from the OMol25 dataset: an isolated molecule of C3H6N4O at a distorted geometry (ωB97M-V/def2-TZVPD).

**LUMO level**: 0.487 eV
**DFT total energy**: -412.0247 Ha
**M**: 114.1 g/mol
**SMILES string**: N/N=c1\[nH]c(N)co1
**Frontier orbital gap**: 7.984 eV

```
14
C3H6N4O (ωB97M-V/def2-TZVPD)
N -0.14 -0.62 -0.17
N 2.54 -1.01 0.15
N 2.03 0.43 -0.05
N -2.50 -1.15 0.08
H 3.16 -0.71 1.10
H -2.16 1.87 0.46
O 0.01 1.51 -0.07
C -1.39 1.20 0.11
C 0.76 0.43 -0.18
H 0.44 -1.55 0.07
C -1.50 -0.19 0.07
H -3.59 -0.81 -0.06
H -2.09 -2.13 -0.48
H 3.41 -0.90 -0.65
```


Entry from the OMol25 dataset: a 2-piece molecular cluster, C24H30N4O8 overall at a distorted geometry (ωB97M-V/def2-TZVPD).

**LUMO level**: -1.305 eV
**DFT total energy**: -1753.4785 Ha
**M**: 502.5 g/mol
**SMILES string**: O=C(O)c1cc(NCc2cccc([N+](=O)[O-])c2)cc(C(=O)O)c1.CNC(=O)[C@H](CC(C)C)NC(C)=O
**Frontier orbital gap**: 7.356 eV

```
66
C24H30N4O8 (ωB97M-V/def2-TZVPD)
H 0.50 1.15 -5.77
H -0.40 3.24 -3.31
C -3.69 -1.58 6.70
O 5.10 -0.55 -2.27
H -2.27 -4.86 0.60
H -3.58 3.07 3.58
C -3.49 0.21 5.03
C -2.38 -0.44 4.48
H 1.17 4.45 -0.97
C -1.19 -3.34 -0.48
H 1.33 0.56 -3.78
C 2.46 0.77 -5.52
C -4.37 -2.17 7.87
H 3.25 2.87 -3.50
H -5.01 0.12 6.56
C -4.14 -0.37 6.13
H 1.37 4.91 -2.68
C -0.41 -2.40 2.05
C 1.71 4.24 -1.90
H 1.08 -2.25 3.57
C 4.58 0.26 -3.02
O -5.14 1.79 4.60
C 5.46 1.29 -3.70
C 2.31 0.99 -4.00
C -1.63 -3.99 0.68
H -0.27 1.56 -2.73
H -0.56 2.86 -1.58
C 1.47 2.78 -2.31
C -2.56 -2.20 6.12
N 1.35 0.92 -6.25
H 2.82 -0.48 -2.58
O 1.03 -0.74 -1.45
H -1.60 -4.04 2.82
C 2.24 2.48 -3.60
O 3.54 0.50 -6.03
C -3.97 1.49 4.47
C -1.90 -1.64 5.02
N -0.80 -2.33 4.51
C -0.04 2.60 -2.50
H -1.88 0.01 3.63
N 0.11 -1.55 -1.57
O -3.97 -3.24 8.31
O -3.07 2.29 3.85
C 0.06 -1.88 3.40
H 4.95 1.79 -4.51
C 1.30 0.74 -7.70
C -0.35 -2.21 -0.40
N 3.25 0.24 -3.14
H 1.45 -0.31 -7.95
H -0.49 -3.15 5.02
H 1.77 3.04 -4.41
C 0.03 -1.76 0.88
H -1.50 -3.73 -1.44
H 6.33 0.77 -4.09
H 1.82 2.13 -1.51
H 0.33 1.07 -8.09
H -2.19 -3.13 6.53
O -5.41 -1.51 8.41
H 0.68 -0.90 0.99
H 2.77 4.40 -1.72
H -5.71 -2.07 9.15
O -0.42 -1.82 -2.65
H 2.09 1.33 -8.18
H 0.13 -0.79 3.38
H 5.77 2.02 -2.96
C -1.24 -3.52 1.93
```


Entry from the OMol25 dataset: C14H21CaNP as an isolated structure at a distorted geometry (ωB97M-V/def2-TZVPD).

**Total charge**: -1
**LUMO level**: 2.851 eV
**DFT total energy**: -1619.5745 Ha
**M**: 274.4 g/mol
**Frontier orbital gap**: 2.815 eV

```
38
C14H21CaNP (ωB97M-V/def2-TZVPD)
H 1.88 -1.86 0.89
H 1.00 -3.22 -1.70
C 0.99 -3.75 -0.73
H 0.52 -4.73 -0.84
H 2.02 -3.86 -0.36
C 0.05 -0.80 1.48
H -1.58 -3.82 -0.36
C -1.70 0.66 3.14
C -0.26 -1.30 2.76
H -1.42 2.60 -3.53
C 0.45 4.06 -1.14
H 3.33 -0.10 -0.72
C -0.73 3.76 -0.44
H 1.03 3.74 -3.27
C -1.61 3.09 -1.34
C -0.52 0.40 1.13
H -1.36 -0.91 4.58
H -2.61 2.70 -1.10
H 0.22 -3.42 1.17
C -1.12 -0.55 3.57
H 1.04 -1.16 -0.51
H -1.26 -2.21 -1.10
H 2.70 -0.34 -2.82
H 0.20 -2.25 3.10
C -0.99 3.02 -2.61
N 0.21 -2.95 0.25
C 0.32 3.57 -2.47
C 0.89 -1.60 0.50
C -1.38 1.15 1.86
H 3.71 1.51 -2.14
Ca 0.11 1.23 -1.06
H 1.32 4.59 -0.74
C -1.20 -2.81 -0.17
P 2.67 0.63 -1.77
H -1.81 2.09 1.47
H -0.92 3.95 0.62
H -1.77 -2.33 0.63
H -2.41 1.23 3.77
```